Version i
Density functional theory data (wB97M-V/def2-TZVPD) for a molecular structure, C30H41CdN8O4S.

Output
LUMO: -2.34 eV
HOMO energy: -10.1 eV
Kohn-Sham gap: 7.79 eV
charge: +1

Last column: Mulliken charge in e.
Element x y z (Å)
Cd  -0.072  0.096  1.548  1.62
C  -2.488  1.493  3.477  -0.06
C  -1.266  2.078  3.156  -0.53
C  -0.106  1.677  3.822  -0.59
C  -0.183  0.709  4.821  -0.54
C  -1.397  0.109  5.111  -0.34
C  -2.547  0.499  4.442  -0.69
H  -3.397  1.837  3.001  0.39
H  -1.223  2.909  2.459  0.49
H  0.834  2.183  3.630  0.47
H  0.706  0.427  5.362  0.50
H  -1.447  -0.651  5.878  0.44
H  -3.496  0.048  4.694  0.42
C  5.955  -3.540  -0.378  -1.50
C  4.865  -3.196  0.590  0.89
C  3.893  -4.128  0.952  -0.88
C  2.900  -3.797  1.862  -0.27
C  2.877  -2.529  2.409  0.15
C  3.816  -1.582  2.038  -0.77
C  4.805  -1.917  1.132  -0.52
S  1.630  -2.018  3.592  1.06
O  2.119  -0.780  4.132  -0.75
O  1.322  -3.099  4.486  -0.69
N  0.356  -1.606  2.660  0.37
C  -0.584  -2.419  2.153  0.86
C  -0.761  -3.790  2.427  -0.94
C  -1.749  -4.473  1.761  -0.57
C  -2.580  -3.801  0.860  -0.90
C  -2.368  -2.451  0.673  -0.23
N  -1.389  -1.784  1.274  -0.08
H  6.361  -4.531  -0.193  0.42
H  6.765  -2.820  -0.306  0.40
H  5.569  -3.524  -1.398  0.26
H  3.914  -5.122  0.527  0.44
H  2.156  -4.516  2.175  0.44
H  3.765  -0.605  2.491  0.47
H  5.545  -1.184  0.848  0.36
H  -0.131  -4.260  3.163  0.63
H  -1.889  -5.530  1.930  0.44
H  -3.373  -4.313  0.340  0.41
H  -2.985  -1.861  0.005  0.40
N  1.479  -1.015  -0.068  -0.29
C  1.615  -0.167  -1.246  -0.22
C  3.032  -0.305  -1.844  -0.38
C  3.386  0.554  -3.062  -1.38
C  2.465  0.359  -4.267  -0.93
N  1.213  1.031  -3.999  -0.10
C  0.074  0.855  -4.607  0.78
N  -0.079  0.045  -5.667  -0.39
N  -0.994  1.513  -4.126  -0.31
C  1.277  1.291  -0.801  0.53
O  1.053  2.133  -1.703  -0.93
O  1.223  1.526  0.415  -0.91
H  2.262  -0.826  0.561  -0.19
H  1.531  -2.003  -0.310  0.29
H  0.862  -0.478  -1.983  0.40
H  3.170  -1.359  -2.108  0.47
H  3.749  -0.074  -1.052  0.27
H  4.404  0.304  -3.370  0.48
H  3.383  1.609  -2.784  0.42
H  2.303  -0.711  -4.455  0.47
H  2.942  0.805  -5.149  0.51
H  1.186  1.593  -3.063  0.34
H  0.718  -0.390  -6.096  0.21
H  -0.956  -0.020  -6.150  0.20
H  -0.859  2.108  -3.326  0.14
H  -1.889  1.482  -4.578  0.18
N  -1.702  1.137  0.263  -0.57
C  -2.282  1.959  -0.305  0.25
N  -2.919  2.850  -0.990  0.06
C  -3.839  2.463  -2.046  -0.76
C  -5.279  2.808  -1.663  -0.73
C  -5.379  4.287  -1.296  -0.68
C  -4.414  4.599  -0.155  -0.52
C  -2.988  4.242  -0.573  -0.74
H  -3.733  1.392  -2.229  0.55
H  -3.562  3.014  -2.954  0.29
H  -5.587  2.198  -0.812  0.30
H  -5.938  2.572  -2.500  0.36
H  -6.401  4.530  -1.005  0.34
H  -5.126  4.897  -2.165  0.30
H  -4.694  4.022  0.728  0.24
H  -4.460  5.656  0.108  0.36
H  -2.284  4.404  0.243  0.50
H  -2.685  4.865  -1.423  0.29

---

Version ii
Density functional theory data (wB97M-V/def2-TZVPD) for a molecular structure, C30H41CdN8O4S.

Output
LUMO: -2.01 eV
HOMO energy: -10.4 eV
Kohn-Sham gap: 8.44 eV
charge: +1

Last column: Mulliken charge in e.
Element x y z (Å)
Cd  -0.544  0.031  -0.119  2.64
C  -1.335  -2.172  1.463  -1.14
C  -1.678  -2.959  0.367  -0.07
C  -3.001  -3.028  -0.049  -0.27
C  -3.978  -2.298  0.617  -0.47
C  -3.633  -1.487  1.692  -0.68
C  -2.313  -1.422  2.116  -0.24
H  -0.321  -2.153  1.842  0.60
H  -0.918  -3.534  -0.146  0.39
H  -3.272  -3.673  -0.876  0.54
H  -5.015  -2.375  0.310  0.44
H  -4.396  -0.921  2.213  0.44
H  -2.032  -0.805  2.960  0.50
C  5.950  3.699  2.122  -1.57
C  4.576  3.105  2.269  0.95
C  4.020  2.324  1.259  -1.16
C  2.749  1.790  1.388  -0.40
C  2.018  2.041  2.543  0.38
C  2.547  2.824  3.557  -0.73
C  3.824  3.345  3.416  -0.72
S  0.409  1.331  2.747  0.87
O  -0.209  2.001  3.859  -0.79
O  0.567  -0.110  2.832  -0.63
N  -0.380  1.589  1.363  -0.09
C  -0.207  2.774  0.650  0.43
C  -0.140  4.046  1.224  -0.65
C  0.058  5.128  0.391  -0.44
C  0.156  4.933  -0.984  -0.77
C  0.045  3.645  -1.465  -0.48
N  -0.125  2.581  -0.673  0.04
H  6.488  3.252  1.288  0.37
H  6.538  3.554  3.028  0.39
H  5.887  4.774  1.942  0.31
H  4.588  2.137  0.355  0.38
H  2.323  1.196  0.588  0.40
H  1.955  3.015  4.442  0.55
H  4.242  3.952  4.210  0.41
H  -0.247  4.157  2.294  0.60
H  0.125  6.124  0.808  0.44
H  0.311  5.759  -1.663  0.44
H  0.102  3.434  -2.527  0.49
N  -2.836  0.691  -0.761  -0.64
C  -2.703  1.134  -2.153  0.74
C  -3.977  0.985  -3.000  -1.23
C  -4.715  -0.357  -2.914  -0.68
C  -3.906  -1.636  -3.186  -0.60
N  -2.934  -1.554  -4.276  0.00
C  -3.214  -1.191  -5.520  0.70
N  -4.442  -1.380  -6.017  -0.35
N  -2.248  -0.659  -6.266  -0.38
C  -1.530  0.425  -2.854  0.06
O  -1.248  0.802  -3.998  -0.83
O  -0.981  -0.548  -2.240  -1.04
H  -3.395  -0.153  -0.682  -0.23
H  -3.269  1.399  -0.180  0.27
H  -2.431  2.190  -2.135  0.45
H  -3.696  1.197  -4.033  0.35
H  -4.690  1.760  -2.711  0.54
H  -5.569  -0.305  -3.592  0.44
H  -5.151  -0.483  -1.919  0.45
H  -4.585  -2.476  -3.358  0.47
H  -3.309  -1.898  -2.315  -0.22
H  -1.975  -1.394  -3.991  0.26
H  -5.104  -1.954  -5.526  0.20
H  -4.660  -1.121  -6.963  0.21
H  -1.518  -0.160  -5.758  0.25
H  -2.430  -0.395  -7.219  0.23
N  1.404  -1.115  -0.159  -0.90
C  2.183  -1.671  0.495  0.54
N  3.027  -2.306  1.253  0.11
C  3.618  -1.640  2.428  -0.06
C  3.443  -2.525  3.651  -0.64
C  3.977  -3.932  3.390  -0.75
C  3.293  -4.553  2.173  -0.51
C  3.470  -3.672  0.945  -0.78
H  3.122  -0.680  2.559  -0.10
H  4.679  -1.463  2.223  0.29
H  2.380  -2.568  3.902  0.22
H  3.958  -2.063  4.494  0.40
H  3.826  -4.562  4.266  0.36
H  5.057  -3.887  3.214  0.31
H  2.224  -4.672  2.374  0.27
H  3.698  -5.543  1.958  0.35
H  2.896  -4.037  0.095  0.44
H  4.524  -3.633  0.652  0.32

---

Stability check: which of them is most stable? version ii.

---

Version i
Density functional theory data (wB97M-V/def2-TZVPD) for 2 unconnected molecules or ions with the total composition C2H5BrNO.

Output
LUMO: -4.74 eV
HOMO energy: -15.4 eV
Kohn-Sham gap: 10.62 eV
charge: +1

Last column: Mulliken charge in e.
Element x y z (Å)
C  1.121  0.090  -0.619  0.50
C  0.221  1.090  -0.202  -0.22
N  0.482  0.007  0.748  -0.10
O  1.875  -0.497  -1.257  -0.26
Br  -1.118  -1.857  -1.193  -0.24
H  -0.777  1.195  -0.715  0.26
H  0.619  2.047  -0.009  0.31
H  -0.133  -0.648  0.981  0.16
H  1.037  0.069  1.607  0.31
H  -0.466  -2.589  -2.261  0.27

---

Version ii
Density functional theory data (wB97M-V/def2-TZVPD) for 2 unconnected molecules or ions with the total composition C2H5BrNO.

Output
LUMO: -5.87 eV
HOMO energy: -13.6 eV
Kohn-Sham gap: 7.68 eV
charge: +1

Last column: Mulliken charge in e.
Element x y z (Å)
C  -1.517  -0.989  -0.029  0.01
C  1.573  0.314  0.593  -0.05
N  1.318  1.202  -0.381  -0.15
O  -2.603  -1.677  -0.173  -0.23
Br  -1.994  0.929  -0.239  -0.16
H  0.945  0.316  1.423  0.34
H  2.520  -0.379  0.686  0.29
H  1.726  1.225  -1.306  0.31
H  -2.395  -2.624  0.003  0.43
H  0.427  1.682  -0.577  0.21

---

Stability check: which of them is most stable? version i.

---

Version i
Density functional theory data (wB97M-V/def2-TZVPD) for 2 unconnected molecules or ions with the total composition C2H5FIN.

Output
LUMO: 0.29 eV
HOMO energy: -9.4 eV
Kohn-Sham gap: 9.70 eV
SMILES: C=C(F)I.N

Last column: Mulliken charge in e.
Element x y z (Å)
C  -1.339  -1.962  0.979  -0.39
C  -1.850  -1.395  -0.054  -0.10
F  -1.694  -1.781  -1.271  -0.22
I  -3.082  0.358  0.042  0.10
H  -0.711  -2.805  0.800  0.27
H  -1.501  -1.566  1.961  0.28
N  0.496  0.816  -0.635  -0.63
H  -0.168  0.328  -0.080  0.23
H  0.916  1.574  -0.169  0.22
H  -0.002  0.980  -1.419  0.24

---

Version ii
Density functional theory data (wB97M-V/def2-TZVPD) for a molecular structure, C2H5FIN.

Output
LUMO: -0.97 eV
HOMO energy: -9.7 eV
Kohn-Sham gap: 8.77 eV

Last column: Mulliken charge in e.
Element x y z (Å)
C  0.281  -0.457  -0.381  -1.10
C  -0.593  0.279  0.560  -0.10
N  -1.754  0.573  -0.257  -0.16
F  -3.133  0.186  0.651  -0.35
I  -2.056  2.568  -0.883  0.19
H  -0.335  -1.283  -0.774  0.33
H  0.672  0.145  -1.171  0.31
H  1.064  -0.925  0.152  0.36
H  -0.907  -0.529  1.395  0.25
H  -0.016  1.178  1.047  0.27

---

Stability check: which of them is most stable? version i.

---

Version i
Density functional theory data (wB97M-V/def2-TZVPD) for a single C4H4ClNS molecule.

Output
LUMO: -0.07 eV
HOMO energy: -8.7 eV
Kohn-Sham gap: 8.64 eV
SMILES: ClC1=CCSN=C1

Last column: Mulliken charge in e.
Element x y z (Å)
Cl  2.588  -0.064  -0.218  -0.19
C  0.879  0.125  0.374  0.14
C  0.215  1.290  0.071  -0.25
C  -1.229  1.315  0.316  -0.64
S  -2.102  -0.135  -0.316  0.03
N  -1.143  -1.435  0.016  -0.42
C  0.049  -1.189  0.421  -0.09
H  0.479  2.227  -0.402  0.35
H  -1.265  1.748  1.344  0.34
H  -1.638  1.977  -0.352  0.33
H  0.574  -1.910  0.959  0.41

---

Version ii
Density functional theory data (wB97M-V/def2-TZVPD) for a single C4H4ClNS molecule.

Output
LUMO: 0.01 eV
HOMO energy: -8.5 eV
Kohn-Sham gap: 8.48 eV
SMILES: ClC1=CCSN=C1

Last column: Mulliken charge in e.
Element x y z (Å)
Cl  -2.712  0.047  -0.747  -0.21
C  -1.063  0.209  -0.260  0.40
C  -0.463  -0.847  0.418  -0.45
C  0.987  -0.779  0.732  -0.50
S  2.021  0.327  -0.180  0.01
N  1.025  1.490  -0.773  -0.46
C  -0.244  1.398  -0.807  -0.13
H  -1.135  -1.690  0.514  0.35
H  1.098  -0.560  1.816  0.31
H  1.282  -1.835  0.488  0.28
H  -0.796  2.239  -1.201  0.38

---

Stability check: which of them is most stable? version ii.

---

Version i
Density functional theory data (wB97M-V/def2-TZVPD) for a single C22H24N2O3 molecule.

Output
LUMO: 0.65 eV
HOMO energy: -7.9 eV
Kohn-Sham gap: 8.54 eV
SMILES: CCOc1ccc(N2C[C@H](C(=O)N3CCCc4ccccc43)CC2=O)cc1

Last column: Mulliken charge in e.
Element x y z (Å)
C  -8.701  -0.953  0.439  -1.43
C  -7.454  -0.155  0.092  -0.27
O  -6.332  -0.931  0.463  -0.40
C  -5.086  -0.443  0.219  0.71
C  -4.802  0.787  -0.364  -0.25
C  -3.491  1.181  -0.562  -1.01
C  -2.431  0.360  -0.194  0.49
N  -1.102  0.771  -0.409  0.29
C  -0.029  0.404  0.496  -0.63
C  1.258  0.796  -0.243  0.96
C  2.325  1.315  0.712  -0.44
O  2.137  2.325  1.365  -0.68
N  3.525  0.677  0.744  0.18
C  4.612  1.398  1.409  -0.73
C  5.990  0.943  0.937  -0.69
C  5.920  0.488  -0.523  -0.99
C  5.010  -0.700  -0.540  0.69
C  5.327  -1.913  -1.126  -0.82
C  4.466  -2.993  -1.014  -0.67
C  3.301  -2.874  -0.275  -0.73
C  2.978  -1.672  0.328  -0.21
C  3.814  -0.572  0.171  0.21
C  0.777  1.923  -1.158  -1.09
C  -0.697  1.631  -1.384  0.42
O  -1.375  2.085  -2.276  -0.67
C  -2.719  -0.873  0.391  -0.17
C  -4.023  -1.265  0.595  -0.85
H  -8.705  -1.892  -0.108  0.32
H  -9.589  -0.383  0.179  0.42
H  -8.716  -1.172  1.503  0.33
H  -7.450  0.799  0.637  0.36
H  -7.427  0.056  -0.986  0.36
H  -5.592  1.456  -0.666  0.37
H  -3.292  2.135  -1.020  0.38
H  -0.054  -0.661  0.728  0.14
H  -0.119  0.973  1.431  0.21
H  1.626  -0.036  -0.844  0.47
H  4.458  2.459  1.192  0.46
H  4.512  1.269  2.492  0.28
H  6.340  0.105  1.544  0.40
H  6.697  1.765  1.056  0.38
H  5.511  1.295  -1.138  0.32
H  6.908  0.230  -0.903  0.39
H  6.252  -2.011  -1.675  0.40
H  4.715  -3.932  -1.484  0.39
H  2.646  -3.723  -0.157  0.41
H  2.090  -1.586  0.935  0.54
H  1.317  1.988  -2.100  0.38
H  0.851  2.886  -0.644  0.35
H  -1.928  -1.545  0.684  0.27
H  -4.248  -2.218  1.046  0.41

---

Version ii
Density functional theory data (wB97M-V/def2-TZVPD) for a single C22H24N2O3 molecule.

Output
LUMO: 0.62 eV
HOMO energy: -8.6 eV
Kohn-Sham gap: 9.23 eV
SMILES: O=C(CCN1C(=O)[C@@H]2[C@H](C1=O)[C@H]1C=C[C@@H]2C1)N[C@H]1CCCc2ccccc21

Last column: Mulliken charge in e.
Element x y z (Å)
O  -0.513  -0.923  0.922  -0.70
C  -0.759  -1.877  0.214  0.36
C  0.179  -3.077  0.141  -1.05
C  1.230  -2.858  -0.953  -1.05
N  2.027  -1.677  -0.707  0.30
C  1.940  -0.542  -1.489  -0.01
O  1.206  -0.434  -2.436  -0.63
C  2.951  0.454  -0.971  0.24
C  3.618  -0.239  0.222  -0.13
C  2.953  -1.593  0.315  -0.06
O  3.180  -2.480  1.094  -0.66
C  3.271  0.698  1.412  0.09
C  4.049  1.962  1.135  -0.85
C  3.476  2.564  0.100  -0.77
C  2.305  1.713  -0.329  -0.01
C  1.861  1.158  1.027  -0.33
N  -1.835  -1.977  -0.589  0.08
C  -2.902  -0.985  -0.740  -0.54
C  -4.013  -1.207  0.293  -1.15
C  -3.634  -0.591  1.634  -0.61
C  -3.522  0.920  1.479  -1.37
C  -2.617  1.300  0.341  1.37
C  -2.062  2.573  0.304  -0.99
C  -1.253  2.974  -0.742  -0.40
C  -0.984  2.093  -1.776  -0.43
C  -1.523  0.823  -1.747  -0.63
C  -2.339  0.416  -0.698  0.46
H  -0.367  -3.998  -0.066  0.46
H  0.691  -3.170  1.099  0.47
H  0.757  -2.717  -1.929  0.47
H  1.901  -3.722  -0.987  0.40
H  3.627  0.732  -1.782  0.56
H  4.698  -0.375  0.134  0.48
H  3.410  0.237  2.386  0.66
H  4.937  2.251  1.667  0.45
H  3.788  3.458  -0.407  0.47
H  1.550  2.184  -0.950  0.32
H  1.490  1.941  1.686  0.37
H  1.119  0.366  0.969  -0.27
H  -1.959  -2.832  -1.106  0.34
H  -3.315  -1.156  -1.743  0.59
H  -4.198  -2.279  0.398  0.41
H  -4.930  -0.740  -0.074  0.41
H  -4.386  -0.837  2.387  0.47
H  -2.675  -0.989  1.963  0.16
H  -3.149  1.366  2.402  0.42
H  -4.516  1.341  1.288  0.36
H  -2.271  3.259  1.113  0.41
H  -0.833  3.969  -0.749  0.40
H  -0.359  2.389  -2.606  0.30
H  -1.298  0.132  -2.546  0.37

---

Stability check: which of them is most stable? version ii.

---

Version i
Density functional theory data (wB97M-V/def2-TZVPD) for a molecular structure, CH3O4P.

Output
LUMO: 7.18 eV
HOMO energy: 0.4 eV
Kohn-Sham gap: 6.77 eV
charge: -2

Last column: Mulliken charge in e.
Element x y z (Å)
C  0.055  -0.764  -0.223  -0.10
O  -2.602  1.966  2.022  -0.70
O  -3.355  0.645  -0.028  -0.64
O  -1.405  2.329  -0.222  -0.67
O  0.867  -1.568  0.373  -0.81
P  -2.278  1.440  0.635  0.77
H  -1.049  -0.363  0.533  -0.14
H  -0.531  -1.243  -1.002  0.16
H  0.335  0.252  -0.672  0.13

---

Version ii
Density functional theory data (wB97M-V/def2-TZVPD) for 2 unconnected molecules or ions with the total composition CH3O4P.

Output
LUMO: 7.37 eV
HOMO energy: 1.6 eV
Kohn-Sham gap: 5.73 eV
charge: -2

Last column: Mulliken charge in e.
Element x y z (Å)
C  -0.168  0.078  -0.119  -0.48
O  -1.557  -2.770  1.555  -0.67
O  0.734  -1.916  2.296  -0.72
O  -1.394  -0.820  3.213  -0.66
O  1.256  -0.138  -0.156  -0.59
P  -0.743  -1.636  2.129  0.72
H  -0.598  -0.057  -1.125  -0.01
H  -0.365  1.127  0.199  0.00
H  1.382  -0.730  0.603  0.41

---

Stability check: which of them is most stable? version i.